{"formula": "C26H58OP4Pr", "method": "ωB97M-V/def2-TZVPD", "e_tot_ha": -2982.15256, "multiplicity": 3, "largest_force_ev_per_a": 2.1, "relative_energy_kcal_mol": 0.0, "total_charge": 3, "species": ["Pr", "P", "P", "P", "H", "C", "C", "H", "C", "C", "C", "C", "C", "C", "C", "C", "C", "H", "H", "H", "H", "H", "H", "H", "H", "H", "H", "H", "H", "H", "H", "H", "H", "H", "H", "H", "H", "H", "H", "H", "H", "H", "H", "H", "H", "H", "C", "C", "C", "C", "C", "C", "O", "H", "H", "H", "H", "H", "H", "C", "C", "C", "P", "C", "C", "C", "C", "C", "C", "H", "H", "H", "H", "H", "H", "H", "H", "H", "H", "H", "H", "H", "H", "H", "H", "H", "H", "H", "H", "H"], "xyz": [[-0.08590, -0.06748, 0.36196], [1.64721, 1.76895, 1.86326], [-0.39899, -2.37583, 2.14220], [-1.91607, 1.56023, 1.98721], [-1.04519, 1.24422, -3.17576], [-1.31158, 1.92488, -2.36063], [-0.45964, 2.84298, -1.87352], [0.50597, 3.04910, -2.34838], [3.43515, 1.89837, 1.47849], [1.71521, 1.13719, 3.58743], [1.27915, 3.55355, 2.13897], [-1.70726, -3.56221, 1.60396], [1.06590, -3.48904, 2.24116], [-0.87657, -2.19615, 3.90072], [-2.53594, 3.20835, 1.49046], [-1.84260, 1.70570, 3.80375], [-3.52090, 0.71589, 1.90519], [-2.33080, 1.80658, -1.97324], [-0.68855, 3.45727, -0.98998], [3.59370, 2.56356, 0.61966], [3.82383, 0.90402, 1.22180], [3.99044, 2.28661, 2.34638], [2.03968, 0.08879, 3.56954], [0.72683, 1.17201, 4.06030], [2.42885, 1.73504, 4.17245], [1.33113, 4.07619, 1.17277], [2.01865, 3.99799, 2.82735], [0.26670, 3.69463, 2.54312], [-1.62570, -4.46300, 2.22935], [-1.52015, -3.83040, 0.55415], [-2.73723, -3.17741, 1.70048], [0.86404, -4.42621, 2.77453], [1.90456, -2.99756, 2.74940], [1.40162, -3.74742, 1.22842], [-0.89628, -3.16727, 4.41363], [-1.88587, -1.76324, 3.91106], [-0.18231, -1.52446, 4.42402], [-3.57914, 3.31838, 1.81989], [-2.50009, 3.29738, 0.39724], [-1.92904, 3.99563, 1.95166], [-2.82778, 2.03684, 4.15350], [-1.08436, 2.43555, 4.09969], [-1.62130, 0.72338, 4.23771], [-4.29765, 1.35017, 2.34948], [-3.49955, -0.24986, 2.41854], [-3.73589, 0.54604, 0.85172], [-5.00480, -1.35997, -0.29206], [-5.53007, -2.65538, -0.38330], [-6.87009, -2.78923, -0.77579], [-7.62680, -1.66375, -1.14508], [-7.13452, -0.39063, -0.84718], [-5.86014, -0.26432, -0.28850], [-3.62807, -1.08237, -0.24547], [-3.07568, -1.68528, -0.78697], [-4.92458, -3.50601, -0.07048], [-7.33526, -3.77666, -0.79381], [-8.61943, -1.76888, -1.58966], [-7.70670, 0.51952, -1.03389], [-5.48359, 0.68603, 0.06208], [3.74092, -2.14655, -0.59506], [4.03678, -0.77564, -1.21585], [5.04622, -0.88620, -2.37321], [2.49035, 0.17593, -1.56551], [3.05526, 1.80560, -2.35385], [4.51492, 2.20672, -2.09500], [2.68208, 2.01073, -3.82296], [1.58987, -0.79245, -2.88140], [2.47361, -1.25633, -4.05592], [0.77312, -1.97180, -2.30389], [3.29495, -2.85799, -1.30385], [3.09268, -2.07812, 0.29111], [4.69398, -2.58307, -0.26284], [4.51642, -0.16830, -0.42948], [4.97618, -1.85842, -2.88092], [4.98689, -0.08745, -3.12404], [6.06039, -0.83266, -1.94628], [2.41292, 2.47178, -1.74989], [5.19345, 1.84465, -2.88113], [4.55282, 3.30622, -2.12729], [4.89713, 1.88238, -1.11705], [1.61086, 1.87571, -4.02305], [2.93083, 3.04867, -4.08173], [3.26978, 1.38380, -4.50728], [0.87615, -0.03810, -3.26824], [3.04180, -2.17417, -3.81188], [1.78553, -1.50626, -4.88367], [3.16084, -0.48505, -4.44214], [-0.23425, -1.62005, -2.00129], [0.61636, -2.70699, -3.10846], [1.26463, -2.50758, -1.46892]], "mulliken_spin": [2.03, -0.01, 0.00, 0.00, 0.00, 0.00, 0.00, 0.00, 0.00, 0.00, 0.00, 0.00, 0.00, 0.00, 0.00, 0.00, 0.00, 0.00, 0.00, 0.00, 0.00, 0.00, 0.00, 0.00, 0.00, 0.00, 0.00, 0.00, 0.00, 0.00, 0.00, 0.00, 0.00, 0.00, 0.00, 0.00, 0.00, 0.00, 0.00, 0.00, 0.00, 0.00, 0.00, 0.00, 0.00, 0.00, 0.00, 0.00, 0.00, 0.00, 0.00, 0.00, 0.00, 0.00, 0.00, 0.00, 0.00, 0.00, 0.00, 0.00, 0.00, 0.00, 0.00, 0.00, 0.00, 0.00, -0.01, 0.00, 0.01, 0.00, 0.00, 0.00, 0.00, 0.00, 0.00, 0.00, 0.00, 0.00, 0.00, 0.00, 0.00, 0.00, 0.00, 0.00, 0.00, 0.00, 0.00, 0.00, 0.00, 0.00]}